The molecule C10H22NP in a non-equilibrium geometry, computed with wB97M-V/def2-TZVPD.

The geometry in XYZ format:
```
34
Properties=species:S:1:pos:R:3:lowdin_charge:R:1
C -0.95 1.25 2.22 -0.013
C -0.26 -0.03 1.66 -0.549
C 0.47 -0.76 2.87 -0.056
C -1.21 -1.14 1.17 -0.059
C 0.90 0.36 0.82 -0.405
C 1.15 0.48 -0.61 -0.418
C 0.11 0.63 -1.72 -0.513
C 0.84 1.15 -2.97 -0.057
C -1.01 1.60 -1.16 -0.008
C -0.64 -0.63 -2.13 -0.069
P 2.11 -0.91 0.10 0.963
N 1.19 -2.33 -0.23 -0.231
H -0.52 1.53 3.09 0.055
H -1.91 1.06 2.33 0.039
H -0.63 1.97 1.50 0.068
H 0.97 -1.57 2.43 0.030
H 1.13 -0.19 3.42 0.061
H -0.34 -1.02 3.49 0.073
H -1.77 -1.09 0.24 0.057
H -1.95 -1.33 2.02 0.106
H -0.53 -2.01 1.05 0.053
H 1.42 1.12 1.40 0.120
H 1.95 1.28 -0.71 0.120
H 0.35 1.34 -3.87 0.057
H 1.63 0.46 -3.21 0.083
H 1.30 2.11 -2.81 0.075
H -1.83 1.61 -1.77 0.042
H -1.34 1.15 -0.20 0.072
H -0.69 2.63 -1.23 0.088
H -1.47 -0.37 -2.77 0.085
H -1.14 -1.11 -1.30 0.042
H -0.18 -1.33 -2.70 0.047
H 1.25 -2.95 0.54 0.006
H 1.56 -2.94 -0.95 0.033
```

## Properties
E   -790.22257 a.u.
Charge   0
Multiplicity   1
Lowest unoccupied orbital energy   0.9 eV
SMILES   CC(C)(C)[C@@H]1[C@H](C(C)(C)C)P1N